Formula: C31H56Br3ClF4N2O4
Source: OMol25
Level of theory: ωB97M-V/def2-TZVPD

Structure (XYZ):
```
101
Properties=species:S:1:pos:R:3:lowdin_charge:R:1
C -4.39 -2.24 0.53 -0.0909
C -3.09 -2.26 -0.25 -0.2380
C -2.47 -0.85 -0.47 -0.1516
C -1.18 -0.66 0.31 -0.2609
C -1.56 -0.69 1.80 -0.0486
C -0.14 0.42 -0.19 -0.2043
C 0.06 1.31 1.06 -0.0015
N 1.15 -0.33 -0.53 0.0986
C 1.13 -1.28 -1.67 -0.0003
C -0.06 -2.14 -2.05 -0.3416
O -0.53 -3.09 -1.44 0.1692
F -0.47 -1.93 -3.35 0.0963
C 2.39 0.54 -0.59 -0.2639
C 3.56 -0.06 -1.39 -0.1295
C 4.16 -1.40 -0.89 -0.2642
C 4.39 -2.42 -2.02 -0.5584
Br 3.60 -4.13 -1.50 0.6929
C 2.99 0.93 0.77 -0.1398
C 3.35 -0.11 1.83 -0.1586
C 2.29 -1.05 2.46 -0.1816
C 2.09 -0.78 3.97 -0.2622
N 1.63 0.56 4.31 0.0190
C 1.97 1.75 -1.51 -0.2470
C 2.92 2.96 -1.49 -0.1302
C 2.50 4.13 -0.60 -0.6417
C 2.80 5.46 -1.33 -0.1155
Cl 3.48 4.20 0.94 0.6305
O 0.69 2.30 -1.38 -0.0877
C -0.49 1.45 -1.29 -0.2458
C -0.76 1.14 -2.78 -0.0636
C -2.02 0.59 -3.45 -0.1917
C -3.39 1.23 -3.25 -0.7774
F -3.85 1.24 -1.99 -0.0516
Br -4.66 0.01 -4.19 0.8400
C -3.55 2.65 -3.93 -0.9447
F -3.99 2.54 -5.18 -0.0086
F -2.38 3.28 -4.03 0.0683
Br -4.88 3.71 -3.00 0.8490
C -1.57 2.49 -0.82 -0.1168
O -0.99 3.67 -0.32 -0.1801
C -1.85 4.32 0.62 -0.0620
H -5.08 -1.54 0.07 0.0674
H -4.23 -2.05 1.59 0.0680
H -4.82 -3.23 0.48 0.0686
H -2.38 -2.84 0.33 0.0835
H -3.19 -2.78 -1.19 0.1033
H -2.24 -0.85 -1.53 0.0716
H -3.23 -0.13 -0.19 0.1095
H -0.67 -1.62 0.29 0.1215
H -0.70 -0.82 2.45 0.0658
H -2.18 0.15 2.10 0.0988
H -2.13 -1.59 1.98 0.0339
H 0.65 2.19 0.84 0.0898
H 0.64 0.81 1.81 0.0555
H -0.86 1.71 1.43 0.0940
H 1.30 -0.91 0.31 0.1496
H 1.83 -2.07 -1.43 0.0829
H 1.45 -0.84 -2.60 0.1250
H 3.35 -0.18 -2.45 0.1033
H 4.38 0.64 -1.42 0.1237
H 5.12 -1.24 -0.41 0.1141
H 3.52 -1.83 -0.14 0.0583
H 5.44 -2.62 -2.16 0.0533
H 3.97 -2.09 -2.96 0.0577
H 2.49 1.75 1.27 0.0658
H 3.93 1.42 0.55 0.0995
H 4.22 -0.71 1.60 0.0935
H 3.73 0.48 2.66 0.1085
H 1.28 -1.07 2.03 0.0701
H 2.66 -2.07 2.42 0.1149
H 1.31 -1.46 4.29 0.1176
H 2.99 -1.01 4.52 0.1136
H 2.33 1.27 4.15 0.0604
H 0.77 0.80 3.85 0.0561
H 2.06 1.35 -2.52 0.1365
H 3.95 2.72 -1.27 0.1081
H 2.93 3.33 -2.51 0.1210
H 1.47 4.15 -0.31 0.0813
H 1.94 5.80 -1.89 0.0855
H 3.13 6.19 -0.61 0.0498
H 3.65 5.30 -1.98 0.0742
H -0.63 2.11 -3.25 0.1244
H 0.08 0.61 -3.22 0.1047
H -1.86 0.70 -4.52 0.1295
H -2.19 -0.47 -3.37 0.0568
H -2.15 2.82 -1.67 0.1008
H -2.24 2.05 -0.09 0.1280
H -2.90 4.11 0.45 0.0926
H -1.54 4.05 1.63 0.0913
H -1.67 5.39 0.52 0.0908
C -3.04 -5.20 2.35 -0.1067
C -2.14 -4.40 3.31 -0.6835
C -2.47 -4.84 4.75 -0.1161
O -2.38 -3.07 3.18 -0.3148
H -4.10 -5.00 2.54 0.0650
H -2.82 -4.94 1.31 0.0469
H -2.89 -6.29 2.46 0.0575
H -1.09 -4.76 3.12 0.1018
H -3.51 -4.63 4.99 0.0626
H -1.83 -4.32 5.47 0.0539
H -2.31 -5.92 4.89 0.0553
```

* HOMO-LUMO gap: 0.169 Ha
* DFT total energy: -10206.69498 Ha
* largest force on an atom: 4.65 eV Å⁻¹
* HOMO level: -0.190 Eh



Formula: C31H56BrINO11PS8
Source: OMol25
Level of theory: ωB97M-V/def2-TZVPD

Structure (XYZ):
```
110
Properties=species:S:1:pos:R:3:lowdin_charge:R:1
O 7.54 -0.96 3.50 0.1273
C 7.46 0.08 2.90 -0.3496
C 8.55 1.07 2.85 0.0298
C 8.68 1.79 1.75 0.0307
C 7.73 1.65 0.61 -0.3632
O 8.10 1.87 -0.50 0.0727
C 6.33 1.23 0.99 -0.0982
C 6.23 0.45 2.14 -0.0945
C 5.01 -0.01 2.62 -0.0648
C 3.86 0.36 1.94 -0.5843
I 2.04 -0.29 2.74 1.0294
C 3.92 1.15 0.79 -0.2020
C 2.65 1.52 0.11 -0.2884
C 1.86 0.57 -0.54 -0.0713
C 0.70 0.97 -1.16 -0.1420
N 0.21 2.22 -1.16 0.0764
C 0.97 3.09 -0.50 -0.1311
C 2.18 2.81 0.12 -0.0404
C 5.16 1.60 0.28 -0.2576
P 5.42 2.61 -1.24 0.6374
O 4.05 2.35 -2.09 -0.3490
Br 5.17 4.73 -0.49 0.2802
H 9.21 1.16 3.70 0.1231
H 9.49 2.50 1.64 0.1237
H 4.94 -0.60 3.51 0.1019
H 2.15 -0.47 -0.56 0.1046
H 0.11 0.22 -1.67 0.0995
H 0.61 4.11 -0.43 0.0687
H 2.72 3.61 0.60 0.0830
H 4.30 2.36 -3.02 0.0488
C 2.45 -5.34 1.03 -0.2658
S 1.00 -4.43 0.50 0.7883
O 1.32 -2.98 0.64 -0.6141
C -0.06 -4.89 1.85 -0.2639
H 3.25 -5.16 0.31 0.0458
H 2.76 -5.00 2.02 0.0565
H 2.22 -6.41 1.05 0.0535
H 0.40 -4.57 2.79 0.0656
H -0.22 -5.96 1.85 0.0323
H -1.01 -4.38 1.71 0.0271
C 1.22 8.56 -1.54 -0.2802
S 0.44 7.06 -0.93 0.8202
O 1.51 6.17 -0.41 -0.5662
C 0.00 6.42 -2.55 -0.2632
H 1.62 9.10 -0.68 0.0462
H 2.04 8.30 -2.22 0.0587
H 0.48 9.17 -2.05 0.0345
H 0.89 6.31 -3.16 0.0586
H -0.71 7.10 -3.02 0.0520
H -0.47 5.44 -2.41 0.0450
C -3.07 -5.57 4.38 -0.2629
S -2.89 -7.24 3.76 0.8000
O -1.93 -7.18 2.63 -0.5579
C -4.53 -7.35 3.03 -0.2651
H -2.13 -5.28 4.84 0.0251
H -3.30 -4.89 3.56 0.0584
H -3.86 -5.54 5.13 0.0593
H -4.66 -6.55 2.30 0.0582
H -5.28 -7.27 3.82 0.0525
H -4.62 -8.32 2.54 0.0476
C -1.76 -3.31 -1.45 -0.2710
S -3.20 -3.02 -0.42 0.8353
O -3.15 -4.01 0.69 -0.5741
C -4.40 -3.62 -1.61 -0.2655
H -0.88 -3.04 -0.88 0.0074
H -1.71 -4.37 -1.73 0.0665
H -1.83 -2.70 -2.35 0.0232
H -4.16 -4.65 -1.88 0.0623
H -4.38 -2.99 -2.50 0.0133
H -5.39 -3.57 -1.16 0.0527
C -0.09 -3.00 -5.33 -0.2613
S -1.61 -2.04 -5.48 0.8070
O -2.62 -2.69 -4.60 -0.5785
C -1.98 -2.54 -7.17 -0.2661
H 0.29 -2.86 -4.32 0.0486
H -0.31 -4.05 -5.51 0.0616
H 0.64 -2.63 -6.05 0.0543
H -2.07 -3.63 -7.22 0.0605
H -1.20 -2.19 -7.83 0.0540
H -2.93 -2.08 -7.45 0.0414
C -6.56 -2.28 -5.82 -0.2609
S -5.70 -1.37 -4.53 0.7883
O -6.50 -1.52 -3.29 -0.5409
C -6.05 0.27 -5.20 -0.2646
H -6.50 -3.34 -5.58 0.0514
H -7.60 -1.97 -5.86 0.0571
H -6.07 -2.10 -6.78 0.0474
H -7.13 0.41 -5.28 0.0569
H -5.58 0.37 -6.18 0.0500
H -5.63 1.00 -4.51 0.0516
C -1.82 12.45 -1.42 -0.2683
S -0.61 11.56 -0.43 0.7767
O -1.29 10.37 0.14 -0.5426
C -0.52 12.79 0.88 -0.2679
H -2.06 11.83 -2.28 0.0490
H -2.72 12.62 -0.84 0.0592
H -1.40 13.39 -1.76 0.0532
H -1.51 12.94 1.31 0.0594
H -0.13 13.73 0.47 0.0534
H 0.16 12.42 1.64 0.0516
C -0.62 -6.52 7.36 -0.2715
S -1.18 -5.02 8.18 0.8040
O -1.64 -4.08 7.12 -0.5520
C 0.45 -4.48 8.70 -0.2726
H -1.49 -7.01 6.91 0.0386
H 0.09 -6.26 6.58 0.0611
H -0.17 -7.18 8.09 0.0536
H 1.09 -4.36 7.83 0.0588
H 0.87 -5.21 9.39 0.0521
H 0.33 -3.52 9.21 0.0495
```

* HOMO-LUMO gap: 0.271 Ha
* DFT total energy: -8495.54942 Ha
* largest force on an atom: 0.94 eV Å⁻¹
* HOMO level: -0.301 Eh



Formula: C31H56CeN3O2P2
Source: OMol25
Level of theory: ωB97M-V/def2-TZVPD

Structure (XYZ):
```
95
Properties=species:S:1:pos:R:3:lowdin_charge:R:1
C 2.38 -1.36 -0.96 -0.2955
C 1.25 0.45 -1.90 -0.2920
C 3.31 -1.35 -1.99 0.0241
C 2.05 0.41 -3.04 0.0054
C 3.13 -0.48 -3.06 0.0272
H 4.13 -2.06 -1.93 0.1429
H 1.85 1.11 -3.85 0.1347
H 3.80 -0.50 -3.92 0.1398
N 1.40 -0.42 -0.87 0.0519
P 0.81 -2.72 0.91 1.0724
P 0.10 2.45 -0.10 1.1578
C 2.43 -2.48 0.08 -0.2349
H 2.72 -3.43 -0.42 0.1074
H 3.22 -2.29 0.83 0.1069
C 0.10 1.46 -1.80 -0.2385
H 0.19 2.26 -2.55 0.1058
C -1.48 3.54 -0.14 -0.6314
C 1.60 3.58 -0.11 -0.6467
C -0.17 -3.83 -0.30 -0.6457
C 1.14 -3.56 2.58 -0.6721
C -2.60 2.78 0.59 -0.0896
H -2.33 2.51 1.62 0.0758
H -3.49 3.43 0.64 0.1157
H -2.91 1.86 0.06 0.0611
C -1.29 4.87 0.60 -0.0671
H -0.94 4.72 1.63 0.0886
H -0.61 5.55 0.07 0.0728
H -2.27 5.38 0.64 0.1135
C -1.89 3.82 -1.59 -0.0542
H -2.84 4.37 -1.58 0.1212
H -1.16 4.43 -2.13 0.0914
H -2.08 2.89 -2.14 0.0487
C 1.75 4.16 1.32 -0.0710
H 1.43 3.44 2.10 0.0614
H 2.81 4.39 1.51 0.1072
H 1.18 5.09 1.45 0.0788
C 2.84 2.72 -0.41 -0.0752
H 2.92 1.86 0.26 0.0562
H 2.85 2.38 -1.46 0.0818
H 3.73 3.36 -0.26 0.1135
C 1.49 4.70 -1.17 -0.0501
H 0.90 4.43 -2.06 0.0740
H 1.10 5.64 -0.75 0.0851
H 2.51 4.94 -1.52 0.1065
C -0.22 -3.86 3.23 -0.0703
H -0.04 -4.31 4.22 0.1118
H -0.82 -2.95 3.38 0.0729
H -0.82 -4.58 2.65 0.0814
C 1.92 -2.56 3.46 -0.0867
H 2.91 -2.33 3.02 0.0866
H 1.39 -1.62 3.63 0.0477
H 2.09 -3.03 4.44 0.1125
C 1.98 -4.84 2.46 -0.0663
H 2.88 -4.69 1.85 0.0919
H 2.32 -5.11 3.47 0.1085
H 1.42 -5.69 2.08 0.0729
C 0.16 -3.48 -1.76 -0.0733
H 1.20 -3.72 -2.02 0.0931
H -0.49 -4.08 -2.42 0.1175
H -0.03 -2.42 -1.98 0.0531
C -1.67 -3.55 -0.04 -0.0791
H -2.03 -2.66 -0.60 0.0665
H -2.26 -4.41 -0.37 0.1131
H -1.91 -3.39 1.03 0.0695
C 0.17 -5.31 -0.09 -0.0723
H 1.24 -5.50 -0.23 0.0954
H -0.17 -5.70 0.87 0.0770
H -0.35 -5.89 -0.87 0.1111
Ce -0.62 -0.14 0.94 1.0170
C 1.51 0.61 1.96 -0.0997
O 2.46 0.85 2.59 0.1769
N -1.71 0.07 -0.91 -0.0258
C -1.24 0.64 -1.96 -0.2778
C -1.90 0.46 -3.36 -0.5201
C -1.41 1.50 -4.37 -0.0360
C -1.53 -0.93 -3.89 -0.0276
C -3.44 0.56 -3.21 -0.0117
H -1.60 2.53 -4.03 0.0822
H -0.33 1.40 -4.56 0.0796
H -1.95 1.36 -5.31 0.1162
H -1.83 -1.71 -3.19 0.0777
H -2.04 -1.12 -4.85 0.1178
H -0.45 -1.01 -4.06 0.0871
H -3.88 1.16 -4.01 0.1037
H -3.90 -0.43 -3.23 0.0976
H -3.71 1.03 -2.26 0.0736
C -2.89 0.40 5.03 0.0505
C -1.61 0.36 4.28 -0.4476
N -0.50 0.68 4.96 0.2512
O -1.55 0.05 3.04 -0.1961
H -2.69 0.54 6.10 0.1079
H -3.44 -0.54 4.88 0.1200
H -3.50 1.24 4.67 0.1215
H 0.42 0.66 4.53 0.1144
H -0.58 0.95 5.93 0.1479
```

* HOMO-LUMO gap (alpha / beta): 0.249 / 0.249 Ha
* DFT total energy: -2686.53166 Ha
* net charge: +3
* largest force on an atom: 6.60 eV Å⁻¹
* HOMO level (alpha / beta): -0.636 / -0.636 Eh



Formula: C31H56F3HgN4O13S5
Source: OMol25
Level of theory: ωB97M-V/def2-TZVPD

Structure (XYZ):
```
113
Properties=species:S:1:pos:R:3:lowdin_spin:R:1
Hg 0.13 0.12 4.26 0.0000
C -0.02 0.44 -0.54 0.0000
F 0.44 0.09 -1.71 0.0000
F 0.13 1.77 -0.51 0.0000
F -1.29 0.15 -0.34 0.0001
S 1.06 -0.50 0.80 0.0000
O 2.48 -0.23 0.54 0.0000
O 0.57 -0.03 2.11 0.0000
O 0.69 -1.96 0.65 0.0000
C 4.60 -2.05 -1.81 0.0000
C 3.94 -1.03 -2.63 0.0000
O 4.45 0.07 -2.86 0.0000
C 2.54 -1.45 -3.08 0.0000
H 4.04 -2.97 -1.68 0.0000
H 4.69 -1.58 -0.83 0.0000
H 5.59 -2.29 -2.20 0.0000
H 2.09 -0.72 -3.75 0.0000
H 1.84 -1.55 -2.26 0.0000
H 2.59 -2.39 -3.62 0.0000
C -4.93 -0.98 -0.62 0.0670
C -5.38 -1.01 -2.00 0.1013
O -5.13 -1.94 -2.75 0.7339
C -6.28 0.05 -2.41 0.0756
H -4.21 -0.16 -0.59 0.0023
H -4.56 -1.92 -0.22 -0.0012
H -5.73 -0.71 0.07 0.0024
H -7.19 0.12 -1.82 0.0028
H -6.53 -0.09 -3.47 -0.0015
H -5.75 0.99 -2.32 0.0050
C 2.82 -3.41 1.40 0.0000
C 4.15 -2.90 1.67 0.0000
N 5.19 -2.47 1.76 0.0000
H 2.70 -4.50 1.45 0.0000
H 2.60 -3.09 0.38 0.0000
H 2.22 -3.03 2.23 0.0000
C 3.46 2.71 -1.20 0.0000
C 2.37 2.71 -2.18 0.0000
N 1.53 2.72 -2.96 0.0000
H 3.79 1.68 -1.04 0.0000
H 2.97 2.94 -0.25 0.0000
H 4.27 3.37 -1.53 0.0000
C 1.07 -4.32 -1.35 0.0000
C 0.90 -5.01 -2.54 0.0000
N 0.84 -5.64 -3.55 0.0000
H 1.69 -3.43 -1.50 0.0000
H 1.43 -4.96 -0.55 0.0000
H 0.10 -3.98 -1.00 0.0000
C -1.95 -2.20 -2.61 -0.0003
C -2.42 -3.60 -2.27 0.0036
N -2.81 -4.66 -1.98 0.0079
H -2.48 -1.93 -3.53 -0.0004
H -0.87 -2.15 -2.44 -0.0001
H -2.37 -1.57 -1.82 0.0000
C -2.13 -5.22 1.87 0.0000
C -2.74 -4.04 1.15 -0.0001
C -2.90 -2.86 2.16 0.0001
S -1.68 -3.20 3.47 0.0000
O -2.45 -3.51 4.64 0.0000
O -0.62 -2.20 3.59 0.0000
C -0.94 -4.76 2.76 0.0000
H -1.91 -6.07 1.23 0.0000
H -2.87 -5.65 2.53 0.0000
H -3.67 -4.22 0.62 -0.0001
H -2.01 -3.62 0.46 0.0000
H -3.86 -2.87 2.68 0.0000
H -2.74 -1.85 1.79 0.0001
H -0.59 -5.46 3.52 0.0000
H -0.15 -4.42 2.10 0.0000
C 6.07 1.26 3.15 0.0000
C 6.03 1.71 4.60 0.0000
C 4.65 2.41 4.88 0.0000
S 3.49 2.02 3.41 0.0000
O 3.36 3.16 2.48 0.0000
O 2.31 1.26 3.94 0.0000
C 4.68 0.84 2.71 0.0000
H 6.69 0.36 3.08 0.0000
H 6.43 2.06 2.50 0.0000
H 6.89 2.35 4.83 0.0000
H 6.00 0.83 5.24 0.0000
H 4.67 3.43 5.26 0.0000
H 4.00 1.91 5.59 0.0000
H 4.59 0.70 1.63 0.0000
H 4.59 -0.21 3.02 0.0000
C -0.65 4.91 0.58 0.0000
C -2.16 4.64 0.92 0.0000
C -2.29 3.52 1.99 0.0000
S -0.78 3.73 3.08 0.0000
O -0.25 2.43 3.54 0.0000
O -0.88 4.87 3.96 0.0000
C 0.25 4.23 1.65 0.0000
H -0.48 5.98 0.71 0.0000
H -0.39 4.71 -0.46 0.0000
H -2.64 4.32 0.00 0.0000
H -2.64 5.56 1.26 0.0000
H -2.10 2.56 1.52 0.0000
H -3.18 3.42 2.62 0.0000
H 0.56 3.30 1.17 0.0000
H 1.12 4.81 1.95 0.0000
C -2.76 2.55 -4.96 0.0000
C -1.85 1.92 -3.90 0.0000
C -1.95 2.71 -2.56 0.0001
S -3.55 3.57 -2.59 0.0001
O -3.31 5.00 -2.74 0.0001
O -4.45 3.07 -1.62 0.0004
C -4.07 2.97 -4.24 0.0003
H -2.79 1.86 -5.81 0.0000
H -2.45 3.50 -5.39 0.0000
H -0.82 1.81 -4.22 0.0000
H -2.18 0.91 -3.66 0.0000
H -1.15 3.44 -2.39 0.0000
H -1.99 2.14 -1.63 0.0000
H -4.73 3.72 -4.66 0.0000
H -4.72 2.12 -4.03 0.0002
```

* HOMO-LUMO gap (alpha / beta): 0.157 / 0.080 Ha
* expectation value of S²: 0.7564
* 2S+1: 2
* DFT total energy: -4855.00687 Ha
* net charge: +2
* largest force on an atom: 6.74 eV Å⁻¹
* HOMO level (alpha / beta): -0.488 / -0.488 Eh



Which value of DFT total energy does entry 2 give?
-8495.54942 Ha



DFT total energy of number 1 (C31H56Br3ClF4N2O4)?
-10206.69498 Ha



Look up the largest force on an atom of the third one.
6.60 eV Å⁻¹